{
  "formula": "C70H74ClN12O3PS3SbTi",
  "method": "ωB97M-V/def2-TZVPD",
  "homo_energy_ev": [-2.95, -4.66],
  "homo_lumo_gap_ev": [4.164, 5.850],
  "spin_multiplicity": 3,
  "total_charge": -1,
  "species": ["N", "H", "H", "H", "N", "C", "O", "C", "C", "H", "C", "H", "H", "H", "H", "C", "H", "N", "H", "H", "C", "H", "C", "C", "N", "C", "H", "C", "H", "C", "C", "H", "H", "C", "H", "H", "C", "H", "C", "Ti", "H", "C", "C", "H", "S", "H", "C", "C", "N", "C", "C", "H", "P", "H", "C", "H", "N", "C", "H", "C", "C", "C", "C", "H", "C", "H", "C", "C", "C", "N", "C", "N", "H", "H", "H", "H", "C", "Sb", "C", "C", "C", "H", "C", "H", "H", "O", "H", "C", "H", "H", "C", "C", "H", "H", "C", "H", "C", "H", "H", "H", "C", "H", "C", "C", "H", "H", "H", "C", "H", "H", "H", "Cl", "H", "C", "C", "C", "C", "C", "C", "C", "C", "H", "C", "C", "C", "H", "C", "H", "C", "C", "N", "C", "H", "H", "C", "N", "H", "S", "C", "H", "H", "H", "H", "H", "H", "H", "H", "H", "H", "H", "N", "C", "S", "C", "C", "H", "C", "C", "N", "H", "C", "C", "H", "H", "H", "O"],
  "positions_angstrom": [[0.208998, 0.130009, 0.307185], [2.325527, 7.155495, 9.249121], [4.626062, 6.679308, 5.499431], [6.641346, 4.813953, -5.421207], [6.899212, -7.551520, 0.840871], [4.676480, 0.007130, -3.254426], [-2.323872, -0.221500, 0.769901], [5.907151, -6.970813, 0.872176], [-5.194015, -3.902043, 0.841462], [3.146581, 1.932443, -4.713154], [2.361035, 0.917450, 0.963614], [-7.535448, -0.858615, 4.967239], [3.050527, 3.868885, -1.893025], [0.298868, -4.303020, -4.894893], [6.852505, -1.355618, -5.480239], [-4.007150, 3.703153, -2.728047], [5.130410, 3.046056, -1.648812], [-3.798052, 3.579566, -1.292492], [5.773476, 6.317049, -3.429230], [-2.171329, 2.971108, 3.994005], [0.197316, -4.206338, -3.811214], [3.574969, 1.077292, -1.778962], [4.196669, -5.602034, -0.224612], [-2.629501, -6.871229, 3.375654], [-5.457296, 1.801076, -1.274429], [-4.611032, -1.820240, 3.544314], [2.460899, 4.458597, -3.452581], [6.279761, 4.030249, -4.755393], [7.049264, 3.853599, -4.004027], [-2.374968, 1.466143, 2.496587], [-2.644075, 2.740114, -0.980553], [3.795137, 5.024034, 3.840036], [-6.672948, -2.297558, 3.180150], [5.861246, -0.225838, -3.946785], [-2.678939, -1.137489, 4.189076], [-5.813748, 3.800195, -0.849468], [-4.722171, -4.940562, 0.036946], [-5.979399, 0.411526, 6.411377], [-5.608723, 1.957937, -2.712096], [-1.315044, -1.002986, -0.550398], [1.936883, -0.548428, -0.566142], [0.917920, 2.372356, -1.884392], [-2.541619, -4.258498, -4.753142], [-1.657865, -3.248918, 4.222606], [-0.059460, -1.753123, -2.525890], [6.750669, 0.345500, -3.710776], [-7.400781, -4.271416, -0.064380], [-0.345141, 0.911759, 1.291260], [-4.407788, 2.459339, -3.369278], [5.080020, 2.430300, -2.549202], [2.829759, 6.671298, 6.641941], [-3.639032, 0.587312, -3.880643], [-2.784291, 0.972256, -1.610327], [-2.461745, 1.913093, -3.852784], [-1.722771, 0.714571, 1.508044], [-3.662255, -5.166398, 0.028195], [1.299489, -3.782021, 1.147124], [1.535332, 0.129548, 0.182767], [6.087768, 2.328357, -2.948619], [0.470029, -3.402667, 0.142811], [4.206027, 3.168631, -3.596493], [-5.579515, -5.655667, -0.779947], [-1.666859, 2.378265, 3.243031], [-4.798006, 4.442265, -2.892096], [-5.977440, -1.733558, 3.785340], [1.184816, -4.038395, -3.385096], [5.222758, 5.474626, -3.008197], [-5.596248, -0.220092, 5.620004], [1.074889, 5.240290, 5.832314], [-0.395710, -2.497046, 0.546705], [2.603954, 7.992563, 8.599762], [-0.045959, 1.563232, -2.275469], [2.622197, -0.604098, -3.070041], [-0.319144, 0.687880, -4.216951], [-4.473394, 0.612043, 0.127915], [-8.447040, -3.996450, -0.114594], [3.066963, -4.818451, -0.157299], [-3.635905, -2.787251, 1.853915], [-3.325809, 1.479698, -3.339658], [2.855773, 3.588963, -2.927854], [3.607009, -1.703219, -4.587418], [-1.916880, -4.395813, -5.639002], [-6.466332, -0.932519, 4.809114], [2.719032, -4.302703, -1.042909], [3.220288, 8.685945, 9.169085], [4.021902, 2.359383, -4.736688], [-0.468581, -5.115320, 5.288114], [-0.749548, -3.081792, -3.453582], [-2.504641, 2.728127, 0.103235], [-2.562678, -5.205233, -4.204307], [-3.749062, -1.101421, 4.369186], [3.631796, 6.258640, 5.581300], [-2.902771, -7.890050, 3.129396], [-3.555289, -4.025870, -5.070980], [3.560624, -0.745114, -3.587384], [2.425530, 2.400676, 2.542387], [0.914245, -3.067559, 2.265060], [-1.048502, -7.450667, 4.707593], [-3.536725, 0.225302, 6.037543], [-4.864265, 2.930171, 0.379488], [1.808772, 1.773749, 1.919172], [-1.760256, 3.195350, -1.432698], [4.000514, -6.089281, 2.127850], [-0.119143, -2.284734, 1.881050], [1.695745, 8.506275, 8.267390], [-6.419179, 2.670121, -2.898001], [4.302706, 5.862864, -2.568146], [4.108989, 5.117818, -5.222525], [6.135224, 3.122117, -5.338125], [2.716111, -2.263979, -4.831956], [4.682373, 5.917959, -5.691335], [4.880033, -3.136982, -6.494615], [-6.913289, -2.690853, 1.284757], [-2.018752, -3.146744, -3.882433], [5.928827, -1.181955, -4.945889], [0.263062, 1.322726, -3.572955], [-1.593692, -6.627036, 4.263958], [0.423426, 1.795508, 2.102202], [-4.228881, -0.320577, 5.408678], [4.598310, 1.030814, -2.148429], [-4.531454, 0.719909, -0.957828], [-4.115438, -6.024416, 2.094879], [-6.533045, -3.549360, 0.747369], [2.399660, -4.644425, 1.057444], [4.797367, -1.919628, -5.255759], [-7.601815, -5.887083, -1.459705], [1.874754, 4.804488, 4.765318], [-0.660930, -1.564678, 2.472180], [4.946665, 4.457078, -4.116903], [4.696352, -6.231430, 0.921377], [1.469198, 3.900497, 3.791950], [2.869616, -5.307749, 2.191976], [-3.433229, 1.302581, 2.662551], [-4.927852, -0.212982, -1.364299], [-1.264192, -5.317501, 4.580292], [1.345961, 1.951057, -3.986132], [-3.084578, 4.061952, -3.192273], [-3.231074, -1.987350, -3.302942], [-6.929162, -5.331798, -0.818645], [1.007449, 2.806634, -0.900909], [3.433417, 0.857084, 0.838585], [4.719775, -5.724953, -1.163056], [-5.871963, 0.990985, -3.146473], [0.888941, 6.468019, 7.560736], [2.332587, -5.216371, 3.125874], [-5.193167, -6.456564, -1.397931], [5.832790, 5.045942, -2.213082], [-0.197299, -5.153024, -3.429577], [0.071796, 4.848432, 5.909080], [0.515953, -3.806619, -0.852146], [1.772222, 2.616172, -2.892592], [-0.274679, 2.594984, 3.087377], [-3.153950, -2.333533, -1.267262], [-1.934394, -4.266654, 3.971805], [-3.306440, -5.814824, 2.779843], [4.364670, -6.599701, 3.008754], [-5.021239, 3.060969, -0.693938], [-2.952098, -4.495993, 3.048012], [0.249260, 3.498947, 3.933990], [1.413445, -3.144371, 3.212452], [3.166935, 5.340894, 4.662917], [1.542997, 6.158339, 6.756612], [5.228394, 0.689523, -1.320467], [3.857368, 4.378658, -5.980005], [3.187284, 5.560718, -4.845793], [3.389897, 7.576390, 7.511650]],
  "forces_ev_per_a": [[0.8, 0.8, 0.7], [0.0, 0.0, -0.1], [0.0, 0.0, 0.0], [0.0, 0.0, 0.0], [-0.1, 0.0, 0.0], [0.0, 0.0, 0.1], [-0.6, 0.7, 1.5], [0.5, -0.4, 0.0], [0.2, 0.3, 0.1], [0.1, 0.1, 0.0], [0.1, -0.2, -0.1], [0.0, 0.0, 0.0], [-0.1, 0.0, 0.0], [0.1, -0.1, 0.0], [0.0, 0.0, 0.0], [0.0, 0.0, 0.1], [0.1, 0.0, 0.0], [0.0, 0.2, 0.0], [0.0, 0.1, 0.0], [0.0, 0.0, 0.0], [-0.1, 0.1, 0.0], [-0.1, -0.1, 0.1], [0.3, -0.3, 0.2], [0.0, -0.1, 0.0], [-0.3, 0.0, 0.1], [0.0, 0.0, -0.4], [0.0, 0.0, 0.1], [-0.1, 0.0, 0.1], [0.0, 0.0, 0.0], [0.1, -0.1, -0.1], [0.2, -0.2, 0.0], [0.0, 0.0, 0.0], [0.0, 0.0, 0.0], [0.0, -0.1, 0.0], [0.0, 0.1, 0.0], [0.0, 0.0, 0.0], [-0.1, 0.0, 0.0], [0.0, 0.0, 0.0], [0.0, 0.1, 0.0], [-1.0, -0.6, -2.8], [0.0, 0.1, -0.1], [-0.1, 0.0, -0.1], [0.1, 0.1, 0.0], [0.1, 0.0, 0.0], [0.5, 0.0, -0.6], [0.0, 0.0, 0.0], [-0.1, 0.0, 0.0], [-0.3, 0.1, 0.3], [0.0, 0.1, -0.2], [-0.2, -0.1, -0.2], [0.0, -0.1, -0.1], [0.1, 0.0, 0.0], [-1.0, 0.6, -0.3], [0.0, -0.1, -0.1], [0.5, 0.6, 0.6], [0.0, -0.1, -0.1], [-0.4, 0.1, 0.1], [0.1, -0.1, 0.0], [0.0, 0.1, 0.1], [-0.2, 0.0, -0.1], [0.0, 0.0, 0.5], [0.0, -0.1, 0.0], [0.0, 0.0, 0.0], [0.0, 0.0, 0.0], [0.0, 0.0, 0.0], [0.0, 0.0, 0.0], [0.0, -0.1, 0.0], [0.0, 0.0, 0.0], [0.1, -0.2, -0.3], [1.1, -1.3, 0.8], [0.0, 0.1, 0.1], [0.4, 0.3, -0.4], [-0.1, 0.1, 0.1], [0.0, -0.1, 0.0], [0.0, -0.1, -0.1], [0.0, 0.0, 0.0], [-0.3, 0.3, 0.1], [-0.5, -0.7, 0.6], [0.3, -0.1, 0.1], [0.1, 0.2, -0.4], [0.0, 0.0, 0.0], [0.0, -0.1, 0.0], [-0.1, 0.0, 0.0], [0.0, 0.0, 0.0], [0.0, 0.0, 0.0], [-0.3, -0.1, 0.0], [0.0, 0.0, 0.0], [0.0, 0.0, -0.2], [0.0, 0.0, 0.0], [0.0, -0.1, 0.0], [0.1, -0.1, -0.1], [0.1, 0.1, 0.1], [0.0, 0.0, 0.0], [0.0, -0.1, 0.0], [0.0, -0.1, 0.0], [0.0, 0.0, -0.1], [-0.1, 0.2, 0.2], [0.0, 0.0, 0.0], [0.0, 0.0, 0.0], [0.0, 0.0, 0.0], [-0.1, 0.0, -0.1], [0.0, -0.1, 0.1], [0.4, -0.2, -0.3], [0.2, -0.1, 0.3], [0.0, 0.0, 0.0], [0.0, 0.0, 0.0], [0.0, 0.0, 0.0], [0.0, -0.1, 0.1], [0.1, 0.0, -0.1], [0.0, -0.1, 0.0], [0.0, 0.0, 0.0], [0.0, -0.1, -0.1], [0.0, 0.0, 0.0], [-0.1, 0.3, 0.2], [0.0, 0.0, 0.0], [0.2, 0.4, 0.2], [0.0, 0.0, 0.0], [0.3, 0.3, 0.0], [0.0, 0.0, 0.1], [0.1, 0.1, -0.2], [0.1, 0.0, -0.1], [0.0, -0.1, 0.0], [0.0, 0.0, 0.1], [0.7, -0.5, -0.1], [-0.1, 0.1, 0.1], [0.0, 0.0, 0.0], [-0.1, 0.5, 0.5], [0.0, 0.0, -0.1], [-0.1, 0.0, -0.1], [-0.9, 0.6, 0.1], [-0.2, -0.8, -0.4], [-0.4, 0.2, 0.0], [0.0, 0.0, 0.0], [0.1, 0.0, 0.1], [0.1, 0.0, 0.0], [0.1, -0.1, -0.5], [0.0, 0.0, 0.0], [0.1, -0.3, -0.3], [0.0, 0.0, 0.0], [0.1, 0.0, 0.1], [0.0, 0.0, 0.0], [0.0, 0.1, 0.0], [0.0, 0.0, 0.0], [0.0, 0.0, 0.0], [0.0, 0.0, 0.0], [0.0, 0.0, 0.0], [0.0, 0.0, 0.0], [0.1, -0.1, -0.1], [0.0, 0.0, 0.0], [0.0, 0.1, 0.0], [0.0, -0.2, 0.4], [-0.2, -0.3, -0.1], [-0.3, -0.5, -0.1], [-0.1, 0.0, 0.0], [0.0, 0.0, 0.1], [0.0, 0.0, 0.0], [0.0, 0.0, -0.1], [0.0, 0.1, -0.2], [0.3, 0.7, 0.4], [0.1, 0.0, 0.0], [-0.2, -0.1, 0.0], [0.0, 0.1, 0.2], [-0.1, 0.0, 0.1], [0.0, 0.0, -0.1], [0.0, 0.0, 0.0], [0.0, -0.1, -0.1]],
  "mulliken_charge": [1.879, 0.324, 0.371, 0.485, -0.540, 0.062, 0.258, 0.068, 0.670, 0.526, -1.460, 0.416, 0.272, 0.534, 0.419, -1.151, 0.674, 0.108, 0.490, 0.498, -2.021, -1.192, -1.068, -0.665, 0.214, 0.830, 0.275, -1.765, 0.339, -0.851, -1.232, 0.386, 0.301, -0.210, 0.014, 0.297, -0.509, 0.382, -0.992, -1.502, 0.499, -1.066, -1.629, 0.083, 0.121, 0.385, -0.792, -0.607, 0.154, -1.896, 0.843, 0.339, 3.653, 0.523, -0.058, 0.611, 0.554, -0.953, 0.281, -1.730, 2.145, -0.817, 0.063, 0.294, -0.425, 0.003, -1.927, -0.596, -0.570, 1.904, -0.823, 0.769, 0.087, 0.718, 0.177, 0.390, -0.436, 0.789, -1.465, -1.522, -1.411, 0.345, -0.774, 0.564, 0.232, -0.594, 0.461, 0.014, 0.329, 0.261, -0.155, -0.590, 0.411, 0.428, 0.877, 0.557, -0.913, 0.379, 0.424, 0.431, -0.832, 0.232, -0.950, -0.699, 0.321, 0.313, 0.309, -1.773, 0.331, 0.564, 0.505, -0.267, 0.232, 1.389, -1.066, -1.352, -0.631, 1.080, -0.802, 0.625, -1.377, 0.521, -0.544, 0.980, 0.418, 0.377, -0.063, 0.252, 1.589, 0.526, -0.513, -0.504, 0.729, 0.599, -0.629, -1.201, 0.435, -0.355, -0.597, 0.901, 0.525, 0.477, 0.392, 0.326, 0.451, 0.430, 0.383, 0.381, 0.371, 0.685, 0.918, -0.711, -0.133, -0.398, -0.471, 0.438, -0.955, 0.757, -0.143, 0.637, -0.228, -0.521, 0.740, 0.356, 0.393, -0.457]
}